A cluster of 2 separate species, C4H13NO2 in total at a distorted geometry. Source: the OMol25 dataset; level of theory: ωB97M-V/def2-TZVPD.

HOMO energy = -8.82 eV
DFT total energy = -365.39375 a.u.
LUMO = 0.8 eV

Element x y z (Å)
C 0.7090 -0.8245 -1.7237
N -0.3119 -0.9017 -0.6625
C -0.6699 0.3004 0.1436
C -1.9045 1.0436 -0.4095
C 0.4685 1.2672 0.2653
O 0.2538 2.0536 1.4167
H 0.3247 -1.1714 -2.6741
H 1.6584 -1.2642 -1.4127
H 0.9373 0.2255 -1.9317
H -1.1086 -1.4998 -0.8505
H -0.8249 -0.2116 1.0953
H -2.2243 1.7912 0.3141
H -2.7834 0.4220 -0.5969
H -1.6130 1.3386 -1.4234
H 1.4651 0.8148 0.2745
H 0.5462 1.9343 -0.6122
H 0.9674 2.5893 1.7131
O 1.2069 -2.4825 1.0807
H 0.9097 -3.3780 0.9327
H 0.8555 -1.9286 0.3406